Entry 1:
A molecular structure, C41H40F5N10NaO3. Source: the OMol25 dataset; level of theory: the ωB97M-V functional and the def2-TZVPD basis.

The geometry in XYZ format:
```
100
Properties=species:S:1:pos:R:3:forces:R:3:mulliken_charge:R:1
C -1.415068 -0.404915 -2.098301 0.0 -0.1 -0.1 0.63
C -0.984828 -0.974289 -0.849116 0.0 0.1 0.1 0.71
N -3.502373 3.554304 1.161921 0.0 -0.1 -0.1 0.09
H 1.416197 0.245896 3.969895 0.0 0.0 0.0 0.39
H 0.844544 -2.817685 -4.948933 0.0 0.0 0.0 0.41
C 0.352339 6.225711 1.199206 0.0 0.0 0.0 -0.32
C -6.413215 0.159352 -0.212035 0.0 0.0 0.0 0.09
N 0.702622 0.563606 1.988494 0.3 0.0 -0.3 0.96
C 3.023212 -0.297156 1.584555 0.0 0.0 0.0 0.32
C 2.832188 0.750530 -0.945979 0.0 0.0 0.0 0.41
C 1.054156 5.190947 1.795351 0.0 0.0 0.0 -1.21
H -2.614128 2.044987 5.161792 0.0 0.0 0.0 0.32
N -0.710881 1.923063 4.210729 0.0 0.0 0.0 0.97
N -4.734359 3.229868 0.639442 -0.1 -0.1 0.0 -0.78
C 0.066356 2.238820 5.387636 0.0 0.0 0.0 -1.29
H -0.954862 -0.086566 4.840077 0.0 0.0 0.0 0.46
N -4.081114 1.012136 1.112034 0.0 0.0 0.0 -0.18
C -0.723208 0.498008 3.928357 -0.1 0.0 0.0 -0.96
C 0.800382 -2.163100 -2.132823 0.0 0.0 0.0 -0.45
H 6.489065 -4.960837 0.021065 0.0 0.0 0.0 0.33
H -5.443042 -1.674296 -0.046802 0.0 0.0 0.0 0.24
O -3.139835 0.721459 -3.249183 -0.1 0.0 0.0 -0.83
H -9.234847 2.607221 -1.136186 0.0 0.0 0.0 0.40
C 0.117244 -1.938094 -0.934942 0.1 -0.1 -0.1 0.54
C 1.682582 -3.299784 0.238255 0.1 0.0 0.1 0.18
C 0.561233 -2.524999 0.244927 0.0 -0.1 0.0 -0.20
H -1.526576 0.304658 3.211133 0.0 0.0 0.0 0.04
H 1.095990 1.898832 5.275111 0.0 0.0 0.0 0.27
H 5.478228 -4.129513 -3.350506 0.0 0.0 0.0 0.42
O -2.425559 1.538829 -1.268909 -0.1 0.1 -0.2 -0.47
N 6.103660 -3.522798 -1.443312 0.0 0.0 0.0 -0.07
H 0.084134 3.319797 5.536010 0.0 0.0 0.0 0.35
C 4.178625 -5.006122 -1.801726 0.1 0.2 -0.1 -0.80
H 2.694369 -0.527732 -3.983393 0.0 0.0 0.0 0.07
C -8.580129 0.559698 -1.143790 0.0 0.0 0.0 -0.36
H -9.480997 0.189870 -1.616030 0.0 0.0 0.0 0.39
N -5.378295 -0.692286 0.155315 0.0 0.0 0.0 0.09
H 6.282116 -5.391780 -2.393815 0.0 0.0 0.0 0.38
H 2.062168 5.334738 2.160659 0.0 0.0 0.0 0.45
C 0.443141 3.949075 1.899744 -0.1 0.0 0.0 -0.08
F 5.220634 -0.980117 1.113532 0.0 -0.1 0.0 -0.54
C -7.571899 -0.323202 -0.815781 0.0 0.0 0.0 -1.03
C 2.463799 -3.423208 -0.913356 0.1 0.1 -0.1 -0.68
H -3.244386 4.802770 -0.461202 0.0 0.0 0.0 0.37
H 0.939159 3.091322 2.339973 0.0 0.0 0.0 0.35
N 0.318594 -1.590973 -3.293852 0.0 0.0 0.0 0.40
F 3.203787 -0.882405 2.802843 0.0 0.0 0.0 -0.53
H 6.579397 -3.284822 0.604043 0.0 0.0 0.0 0.43
C 1.999463 -2.880430 -2.097854 0.0 -0.1 0.0 -0.28
C 4.523637 -4.005036 0.349805 0.0 0.0 0.0 -0.36
C -6.255679 1.515852 0.055190 0.0 0.0 0.0 0.75
C -2.459162 0.719275 -2.216611 0.1 0.0 0.0 -0.20
C 1.114171 -0.696879 -5.519269 0.0 0.0 0.0 -1.06
C -2.051290 2.467316 4.308920 0.0 0.0 0.0 -1.06
C -0.791736 -0.789173 -3.233478 0.1 0.1 0.0 -1.13
H 2.611605 -2.957046 -2.986284 0.0 0.0 0.0 0.68
H -7.143109 3.444045 -0.084046 0.0 0.0 0.0 0.46
H 0.526408 -1.100161 3.291956 0.0 0.0 0.0 0.35
H -2.604037 2.277754 3.388407 0.0 0.0 0.0 0.15
H -1.514082 6.771530 0.267688 0.0 0.0 0.0 0.49
H 3.080506 -1.732641 -5.311874 0.0 0.0 0.0 0.28
H 0.800437 7.205814 1.093342 0.0 0.0 0.0 0.39
C 2.327409 -1.169823 -4.775125 0.0 0.0 0.0 -0.26
C -0.931847 5.990232 0.738607 0.0 0.0 0.0 -0.87
O -1.431088 -0.701039 0.265458 -0.4 -0.4 0.0 -0.64
H 0.707847 0.262926 -5.235270 0.0 0.0 0.0 0.35
N -0.790179 3.717110 1.461155 0.1 0.1 -0.1 0.53
C 0.574940 0.000239 3.313506 0.0 0.0 0.0 -1.14
F 0.711723 1.606692 -0.456503 0.1 -0.1 -0.1 -0.53
C -1.472848 4.720682 0.902913 0.0 -0.1 0.0 0.70
H -1.152495 -0.397544 -4.174848 0.0 0.0 0.0 0.82
F 2.716185 1.264170 -2.194331 0.0 0.0 0.1 -0.48
C -7.285966 2.391070 -0.283186 0.0 0.0 0.0 -0.28
C 0.990266 -1.821958 -4.542308 0.0 0.0 0.0 -0.26
H 0.015277 -2.325601 1.158446 0.0 0.0 0.0 0.42
H -0.347951 1.774979 6.302568 0.0 0.0 0.0 0.38
C 1.806075 0.912236 -0.063834 0.0 0.1 -0.1 0.20
C 4.020201 0.095225 -0.608402 0.0 -0.1 -0.1 -0.62
H 4.244360 -5.985396 -1.310576 0.0 0.0 0.0 0.39
H 3.466752 -5.089128 -2.618394 0.0 0.0 0.0 0.46
C 6.019611 -3.979037 -0.018304 0.1 0.0 0.0 -0.74
H 7.050493 -3.255816 -1.703719 0.0 0.0 0.0 0.36
H -7.670280 -1.381850 -1.025106 0.0 0.0 0.0 0.37
C -4.978983 1.970918 0.631708 0.1 0.0 0.0 0.39
H 1.015154 -0.941358 -6.566797 0.0 0.0 0.0 0.25
N 3.769586 -3.970304 -0.888304 -0.2 -0.2 0.3 0.39
C -8.441644 1.920393 -0.873105 0.0 0.0 0.0 -0.78
H 4.319491 -4.890132 0.961254 0.0 0.0 0.0 0.53
F 2.077328 -3.912607 1.384772 0.0 0.0 -0.1 -0.47
C 5.558445 -4.579480 -2.362541 0.0 0.0 0.0 -0.70
C -4.309707 -0.219085 0.842618 0.0 0.1 0.0 -0.74
C -2.847266 4.383578 0.463400 0.1 0.0 0.0 -0.78
Na -1.393086 1.474258 0.703138 -0.1 0.3 0.4 0.68
H -1.997201 3.549448 4.442866 0.0 0.0 0.0 0.36
C 1.785685 0.381982 1.278918 -0.1 -0.1 0.1 -0.36
H 4.878747 0.088516 -1.262577 0.0 0.1 0.0 0.67
C 4.060711 -0.382718 0.691008 0.0 0.0 0.0 0.31
H 5.483486 -2.705740 -1.522166 0.0 0.1 0.0 0.17
H 4.280702 -3.125352 0.932500 0.0 0.1 0.1 -0.02
H -3.597384 -0.969726 1.162542 0.0 0.0 0.0 0.79
```
Positions in Å, forces in eV/Å.

Calculated values
gap between HOMO and LUMO: 0.1803 Eh
LUMO: -0.0397 Eh

***

Entry 2:
A molecular structure, C6H8FeLiO6 at a distorted geometry. Source: the OMol25 dataset; level of theory: the ωB97M-V functional and the def2-TZVPD basis.

The geometry in XYZ format:
```
22
Properties=species:S:1:pos:R:3:forces:R:3:mulliken_charge:R:1
O -2.582457 0.489603 -0.978891 0.6 -2.3 -0.6 -0.22
H -2.618284 0.836978 2.571985 0.3 0.1 -0.1 0.46
H 2.887243 -1.439310 -1.747604 0.1 0.3 0.1 0.27
O 1.834212 -0.943888 -0.066208 0.0 -0.9 -0.3 -0.56
H 3.412281 0.079427 -0.929224 -0.2 -0.2 -0.1 0.26
H -2.664212 -0.242315 1.203351 0.5 0.0 0.1 0.30
H 1.880492 1.277420 -2.259129 -0.1 -0.3 0.0 0.23
H 0.252359 0.059020 2.555643 0.3 2.6 -1.2 0.43
O -0.301419 -0.853508 0.601815 -1.4 -0.5 2.4 -0.62
H -1.011806 -0.448810 2.920719 -1.4 -2.5 -0.8 0.26
C 2.550414 -0.538237 -1.219359 0.5 0.0 0.0 -0.33
H 1.287532 -0.261166 -2.987994 0.1 0.3 0.2 0.25
O -2.192594 1.745406 0.808177 -0.2 -0.4 -0.1 -0.11
O 0.367870 0.307524 -1.250933 -0.6 -0.9 -0.5 -0.22
O 0.851735 0.991372 0.904541 2.3 -1.1 -3.5 -0.76
C -2.543897 1.658339 -0.520437 0.1 1.2 0.3 -0.54
C -0.699218 0.096648 2.005708 -1.8 -3.9 1.0 -0.36
Fe -1.407021 -1.095706 -1.340619 -0.6 1.7 0.5 0.30
Li 0.535718 -2.540513 0.022844 0.3 0.6 0.3 0.73
C 1.532136 0.256742 -2.049853 0.1 0.2 -0.5 -0.44
C 0.723331 -0.023148 0.117741 0.6 4.1 2.7 1.24
C -2.094417 0.588123 1.637726 0.6 1.8 0.1 -0.58
```
Positions in Å, forces in eV/Å.

Calculated values
2S+1: 6
gap between HOMO and LUMO (spin up / spin down): 0.2269 / 0.2114 Eh
LUMO (spin up / spin down): -0.0316 / -0.0470 Eh

***

Entry 3:
A molecular structure, C13H21N8Ru at a distorted geometry. Source: the OMol25 dataset; level of theory: the ωB97M-V functional and the def2-TZVPD basis.

The geometry in XYZ format:
```
43
Properties=species:S:1:pos:R:3:forces:R:3:mulliken_charge:R:1
C -2.069659 1.777911 -0.062193 -0.3 0.2 0.1 -0.42
C -2.077083 -1.277397 -2.143287 -0.1 -0.2 -0.2 -0.71
C -0.488673 1.244136 -3.148304 0.0 0.4 -0.2 -0.67
H -2.220392 -2.171391 -1.536564 0.1 -0.1 0.0 0.40
H -1.364581 0.880829 4.323218 0.0 0.0 0.0 0.32
H -1.211644 -0.411083 5.534015 0.0 0.0 0.0 0.35
N 0.344467 -0.345665 4.111311 0.0 0.1 0.1 -0.01
C 5.314470 -1.547883 -1.657904 0.0 0.0 -0.1 -0.02
H 0.110759 1.820159 -3.854600 0.0 0.2 0.1 0.52
C -0.669323 0.329633 4.949562 0.0 -0.1 0.0 -0.90
N 0.120709 -0.191254 1.674091 0.7 0.0 -0.2 -0.43
N 2.075999 -0.307715 -1.093912 -0.2 -0.4 1.5 -0.17
C -2.828241 -0.135547 -1.504039 -0.1 0.1 -0.1 -0.73
N 6.114616 -1.650143 -2.485274 -0.1 0.0 0.0 -0.19
H 0.644194 2.194179 -1.725677 -0.1 0.1 0.0 0.35
H -1.526237 1.446479 -3.401014 0.0 0.0 0.0 0.25
H -2.983804 0.693219 -2.190130 0.0 0.0 0.0 0.23
H -1.967107 2.880190 -1.941402 0.0 0.0 0.0 0.33
C 4.522113 -1.986130 0.636775 0.0 0.1 -0.1 0.06
N -0.621330 -1.027578 -2.208077 0.8 0.5 0.4 -0.03
H 2.348098 -1.018828 4.300019 0.0 0.1 0.0 0.38
H -3.817906 -0.491550 -1.216670 0.0 0.1 0.0 0.50
H -0.162911 -1.929642 -2.307157 0.0 0.0 0.1 0.29
H -0.165830 1.019828 5.622811 0.0 0.0 0.0 0.35
N 4.585902 -2.397810 1.712769 0.0 0.0 0.0 -0.24
C -1.312216 2.524755 -1.146785 0.1 0.3 -0.1 -0.75
C 3.090788 -0.818677 -0.893788 0.6 0.1 -0.5 0.34
H -3.074758 2.193966 0.049550 0.0 0.0 -0.1 0.44
H -0.878161 3.405961 -0.677616 0.1 0.1 -0.2 0.45
H -2.398531 -0.143772 0.506701 -0.2 0.0 -0.1 0.34
H 1.444776 -0.823619 5.813932 0.0 0.0 0.0 0.31
N -0.232587 1.682316 -1.745676 0.5 -0.8 0.6 -0.08
Ru 0.081961 -0.027527 -0.441699 -2.3 0.3 -2.2 0.65
H -0.535052 -0.544850 -4.290603 0.0 -0.1 0.0 0.45
N -2.072625 0.332906 -0.329130 1.0 -0.3 1.2 -0.14
H -1.549462 1.911973 0.884564 -0.1 0.0 0.1 0.22
H 1.117805 -2.211468 4.760295 -0.1 0.0 0.0 0.32
C 0.259053 -0.280236 2.828342 -0.1 0.1 0.2 0.24
C 1.383563 -1.156355 4.782391 0.0 -0.1 -0.2 -0.87
C -0.138771 -0.200458 -3.330265 0.0 -0.3 -0.6 -0.77
H -2.475415 -1.482297 -3.140028 0.0 -0.1 0.0 0.32
C 4.340373 -1.443019 -0.655893 -0.2 0.0 0.2 0.34
H 0.942652 -0.316549 -3.362657 0.0 0.0 0.0 0.39
```
Positions in Å, forces in eV/Å.

Calculated values
2S+1: 2
gap between HOMO and LUMO (spin up / spin down): 0.3148 / 0.2193 Eh
charge: +2
LUMO (spin up / spin down): -0.2437 / -0.3384 Eh

***

Record-wise relative energy (zero: lowest compared OMol25 entry of this formula, charge and spin) values, in eV: 0.552 5.787 0.635